101
Properties=species:S:1:pos:R:3 method="wB97M-V/def2-TZVPD" homo_energy_ev="-9.00 / -12.21" multiplicity=3 de_lowest_kj_mol=0.0 total_charge=+2 orbital_gap_ev="3.0 / 6.2" s_squared=2.039
Ti -13.1740 1.3016 12.1445
C -16.2825 0.9441 9.8778
C -15.6048 2.1986 10.3239
C -16.3486 3.3940 10.4477
C -15.7326 4.5798 10.0503
C -14.3225 4.6401 9.8866
C -13.6042 3.4274 10.1762
N -14.2857 2.3118 10.6139
C -12.1298 3.2016 10.1805
C -11.1441 4.1811 10.0678
C -9.7857 3.8109 10.3293
C -9.4701 2.4675 10.6918
C -10.5265 1.5621 10.8695
N -11.8352 1.9836 10.6997
C -10.3363 0.2075 11.3276
C -9.2470 -0.0312 12.2860
C -8.9334 -1.3141 12.6636
C -9.7204 -2.3644 12.1353
C -10.7498 -2.0630 11.2436
C -11.3818 -3.1201 10.3883
N -11.1716 -0.7970 10.9799
H -15.5451 0.3741 9.2326
H -17.1338 1.2384 9.2612
H -16.6302 0.2979 10.6904
H -17.4312 3.3417 10.6822
H -16.3384 5.4139 9.7304
H -13.8988 5.5871 9.5145
H -11.3997 5.1794 9.7167
H -9.0428 4.5791 10.3084
H -8.4170 2.0908 10.7015
H -8.8282 0.8323 12.7590
H -8.0637 -1.4988 13.2925
H -9.4701 -3.4179 12.2530
H -10.8534 -3.2341 9.4240
H -12.3874 -2.7846 10.1533
H -11.3681 -4.1628 10.7335
N -12.6163 -0.0565 13.7431
N -11.9493 0.0807 14.9210
C -11.1836 1.1489 15.1788
N -10.7114 1.3337 16.4614
N -11.3044 2.1033 14.2717
N -10.2125 3.0437 14.2719
O -10.4433 4.0848 13.6819
O -9.1303 2.6871 14.7421
H -13.5502 -0.3867 13.9380
H -12.1277 -0.7599 13.1352
H -12.1926 -0.5336 15.7163
H -10.2350 0.5604 16.9512
H -10.1501 2.1770 16.5540
O -13.7738 -0.0856 11.1952
N -16.4298 -1.1261 13.9258
C -16.7257 -2.0551 13.0909
C -17.8021 -2.9156 13.3900
C -18.6654 -3.7707 12.6186
C -19.7061 -4.4850 13.3099
C -19.8138 -4.3716 14.7011
C -19.1798 -3.3440 15.4250
C -18.1406 -2.6765 14.8022
P -17.3064 -1.1860 15.2646
C -16.2599 -1.2325 16.6297
C -15.4804 -0.1637 17.0360
C -14.5991 -0.3796 18.1103
C -14.6251 -1.5846 18.8027
C -15.4738 -2.6337 18.3821
C -16.3297 -2.4651 17.3247
C -18.3721 0.2168 15.4362
C -19.1445 0.6755 14.3531
C -20.0161 1.7755 14.5067
C -20.0675 2.4648 15.7100
C -19.3714 1.9190 16.7901
C -18.4968 0.8523 16.6528
H -13.0403 -0.4813 10.7117
H -16.1414 -2.1346 12.1567
H -18.6557 -3.9398 11.5463
H -20.3379 -5.1177 12.7124
H -20.4771 -5.0591 15.2086
H -19.4121 -3.1357 16.4405
H -15.5058 0.7877 16.5129
H -13.9454 0.4573 18.4161
H -13.8716 -1.7270 19.5541
H -15.4542 -3.5652 18.9528
H -17.0586 -3.2419 17.0978
H -18.9517 0.2000 13.4509
H -20.5599 2.1391 13.6348
H -20.6821 3.3761 15.8250
H -19.5902 2.2874 17.7660
H -17.9317 0.5500 17.5399
C -13.2519 5.6633 14.4107
N -13.5632 4.3342 13.9443
C -14.7976 3.8799 13.8916
S -15.1371 2.2142 13.6336
N -15.8536 4.7034 14.0862
C -16.0182 6.0228 13.5963
H -12.1617 5.6368 14.6512
H -13.8209 5.8588 15.2753
H -13.3206 6.4023 13.5808
H -12.8115 3.6246 13.8433
H -16.7277 4.1986 14.2246
H -16.1325 6.6889 14.4985
H -16.9221 6.1022 13.0382
H -15.1805 6.3854 13.0543


91
Properties=species:S:1:pos:R:3 method="wB97M-V/def2-TZVPD" homo_energy_ev="-4.21 / -4.24" multiplicity=2 de_lowest_kj_mol=32.4 total_charge=-1 orbital_gap_ev="6.5 / 5.9" s_squared=0.758
Tl -2.3664 1.5532 0.4787
C 1.7304 0.1150 2.6355
C 1.0349 1.4758 2.6650
C 0.1213 1.6543 3.8475
C 0.5824 2.2363 5.0200
C -0.2557 2.4190 6.1079
C -1.5839 2.0396 6.0171
C -2.0858 1.4522 4.8605
C -3.5572 1.1147 4.7844
C -3.9192 -0.1793 5.5143
C -1.2056 1.2367 3.7910
N -1.6932 0.6121 2.6104
C -1.8963 -0.6594 2.6461
C -2.5445 -1.3611 1.5950
C -3.0094 -2.6776 1.5644
C -3.7641 -2.7878 0.3949
C -3.7198 -1.5319 -0.2213
N -2.9731 -0.6805 0.4914
H 2.3526 0.0329 1.7432
H 1.0020 -0.6966 2.6113
H 2.3606 -0.0273 3.5154
H 0.4582 1.5859 1.7471
H 1.7804 2.2745 2.6710
H 1.6142 2.5590 5.0663
H 0.1201 2.8776 7.0128
H -2.2581 2.2178 6.8458
H -3.8722 1.0502 3.7432
H -4.1154 1.9437 5.2274
H -3.5067 -1.0499 5.0063
H -5.0002 -0.3087 5.5635
H -3.5302 -0.1760 6.5334
H -1.5948 -1.2297 3.5285
H -2.8285 -3.4336 2.3097
H -4.2946 -3.6530 0.0348
H -4.1785 -1.2260 -1.1461
C 2.7830 -6.6778 -1.6791
C 2.2153 -5.2890 -1.5680
C 1.1286 -4.8947 -2.3353
C 0.5900 -3.6151 -2.2461
C -0.6041 -3.2664 -3.0929
C 1.1736 -2.6999 -1.3708
Te 0.0885 -0.7999 -1.0526
N -0.3123 1.3024 -0.4117
C 0.8343 1.9795 -0.3828
O 1.9335 1.4596 -0.6133
C 0.8715 3.4670 -0.0336
C -0.2388 4.2567 0.2326
C -0.0928 5.5838 0.6103
C 1.1695 6.1415 0.7256
C 2.2862 5.3683 0.4411
C 2.1361 4.0456 0.0611
C 0.4198 -0.0639 -3.0199
C -0.6985 0.3880 -3.7238
C -2.1017 0.3764 -3.1967
C -0.5268 0.9128 -5.0059
C 0.7155 1.0067 -5.5970
C 0.8855 1.5841 -6.9752
C 1.8130 0.5649 -4.8721
C 1.6992 0.0362 -3.5944
C 2.9678 -0.3601 -2.9007
C 2.2599 -3.0713 -0.5797
C 2.9388 -2.1296 0.3821
C 2.7666 -4.3638 -0.6947
H 2.1705 -7.3026 -2.3283
H 2.8390 -7.1604 -0.7019
H 3.7939 -6.6612 -2.0910
H 0.6749 -5.6076 -3.0166
H -0.9252 -4.1347 -3.6666
H -0.3747 -2.4582 -3.7913
H -1.4468 -2.9337 -2.4805
H -1.2440 3.8746 0.1240
H -0.9768 6.1742 0.8092
H 1.2835 7.1751 1.0279
H 3.2779 5.7950 0.5254
H 2.9921 3.4259 -0.1604
H -2.2190 -0.2507 -2.3149
H -2.7862 0.0021 -3.9604
H -2.4269 1.3846 -2.9276
H -1.4021 1.2607 -5.5422
H -0.0735 1.8765 -7.3991
H 1.3484 0.8623 -7.6503
H 1.5265 2.4671 -6.9548
H 2.8022 0.6459 -5.3094
H 3.8214 0.0104 -3.4677
H 3.0582 -1.4414 -2.8221
H 3.0036 0.0650 -1.8987
H 2.4668 -1.1464 0.4081
H 3.9815 -1.9800 0.0957
H 2.9314 -2.5398 1.3938
H 3.6169 -4.6484 -0.0838
Te -4.2185 3.2317 -0.1401


93
Properties=species:S:1:pos:R:3 method="wB97M-V/def2-TZVPD" homo_energy_ev=-17.41 total_charge=+4 orbital_gap_ev=4.5
Ti 0.6228 -0.8896 -1.8129
N 2.6027 0.0258 -1.5798
C 3.6996 -1.0033 -1.6901
C 3.0783 -2.3793 -1.6278
N 1.9138 -2.4748 -2.5786
C 1.3175 -3.8501 -2.4695
C -0.1288 -3.7479 -2.8631
N -0.6905 -2.6931 -1.9685
C 2.3324 -2.2449 -4.0135
C 2.1359 -0.8125 -4.4836
N 0.8846 -0.2571 -3.8762
H 2.8201 0.8458 -2.1459
H 2.5773 0.3758 -0.6217
H 4.4177 -0.8849 -0.8805
H 4.2424 -0.8439 -2.6184
H 2.6978 -2.5820 -0.6225
H 3.8217 -3.1454 -1.8602
H 1.4080 -4.1732 -1.4299
H 1.8776 -4.5560 -3.0841
H -0.6497 -4.6970 -2.7433
H -0.2564 -3.4344 -3.8990
H -0.8059 -3.1061 -1.0417
H -1.6298 -2.4152 -2.2536
H 1.7349 -2.9115 -4.6329
H 3.3720 -2.5543 -4.1332
H 2.0720 -0.7905 -5.5708
H 2.9607 -0.1611 -4.2066
H 0.0765 -0.5904 -4.4087
H 0.8736 0.7584 -4.0024
C 3.1341 -5.4130 3.6450
C 2.2442 -4.4159 2.9633
C 2.4990 -3.0392 3.0508
C 1.6684 -2.1101 2.4510
C 0.5605 -2.5780 1.7450
C 0.2783 -3.9391 1.6289
C 1.1248 -4.8462 2.2435
S -0.5063 -1.4819 0.8956
O 0.6458 -0.6671 0.0110
C -1.4066 -0.5429 2.0548
C -1.6174 -1.3552 3.2097
C -2.7612 -1.2101 3.9403
C -3.7844 -0.3515 3.5069
C -5.0181 -0.2793 4.2032
C -5.9962 0.5631 3.7796
C -5.7922 1.3724 2.6284
C -4.6078 1.3571 1.9644
C -3.5509 0.4910 2.3807
C -2.2994 0.4761 1.6960
C -2.0335 1.7852 0.9734
C -2.0162 2.9009 1.9036
C -1.7607 2.6978 3.2878
C -1.8049 3.7375 4.1683
C -2.1283 5.0434 3.7345
C -2.3447 5.2808 2.4106
C -2.2727 4.2254 1.4710
C -2.4858 4.4742 0.0954
C -2.3258 3.4717 -0.8024
C -2.0353 2.1452 -0.3549
S -1.6023 1.4037 -1.9206
O -1.0804 -0.1197 -1.8642
C -0.0939 2.2983 -2.2074
C 0.8202 2.5682 -1.1917
C 1.9395 3.3318 -1.4901
C 2.1490 3.8586 -2.7724
C 3.3131 4.7576 -3.0646
C 1.2016 3.5785 -3.7683
C 0.0739 2.8236 -3.4898
H 3.9718 -4.9338 4.1451
H 3.5224 -6.1393 2.9293
H 2.5671 -5.9761 4.3885
H 3.3500 -2.6956 3.6260
H 1.8578 -1.0493 2.5625
H -0.6192 -4.2877 1.1266
H 0.9024 -5.9052 2.1868
H -0.8927 -2.0933 3.5091
H -2.8935 -1.7914 4.8445
H -5.1662 -0.9096 5.0707
H -6.9365 0.6179 4.3120
H -6.5954 2.0062 2.2759
H -4.4870 1.9776 1.0873
H -1.4940 1.7165 3.6556
H -1.5882 3.5611 5.2139
H -2.1902 5.8501 4.4525
H -2.5635 6.2801 2.0557
H -2.7521 5.4681 -0.2416
H -2.4297 3.6944 -1.8610
H 0.6387 2.2386 -0.1737
H 2.6397 3.5760 -0.6989
H 4.0314 4.7757 -2.2484
H 2.9561 5.7782 -3.2210
H 3.8222 4.4606 -3.9821
H 1.3277 3.9997 -4.7590
H -0.6852 2.6801 -4.2537


90
Properties=species:S:1:pos:R:3 method="wB97M-V/def2-TZVPD" homo_energy_ev="1.79 / 0.93" de_lowest_kj_mol=0.0 total_charge=-2 orbital_gap_ev="2.5 / 3.4"
Pb -0.1802 0.0698 -0.5678
N 1.1182 -2.9865 1.6489
N 1.0069 -2.2077 -1.9180
C 1.6162 2.3084 -0.9484
C 2.6789 1.4076 -0.6374
C 2.5358 0.9939 0.7160
C 3.3147 -0.0591 1.4172
H 4.0705 -0.5032 0.7583
H 2.6770 -0.8857 1.7807
H 3.8425 0.3685 2.2825
C 1.3860 1.6314 1.2571
C 0.8092 1.3644 2.5934
H 1.2966 1.9871 3.3609
H 0.9506 0.3088 2.8638
H -0.2700 1.5558 2.6432
C 0.8028 2.4475 0.2302
C -0.5241 3.1107 0.3272
H -1.2287 2.5433 0.9612
H -0.9943 3.2456 -0.6587
H -0.4207 4.1051 0.7829
C 3.7074 0.9014 -1.5807
H 4.6356 1.4872 -1.4836
H 3.3743 0.9691 -2.6259
H 3.9597 -0.1540 -1.3905
C 1.3046 2.8774 -2.2855
H 0.2203 2.9993 -2.4519
H 1.6863 2.2448 -3.1033
H 1.7668 3.8727 -2.3832
C 0.4711 -3.5948 2.6264
H 0.9561 -3.5815 3.6020
C -0.7751 -4.2068 2.4561
H -1.2578 -4.6733 3.3107
C -1.4068 -4.1480 1.2160
H -2.4006 -4.5758 1.0640
C -0.7417 -3.5537 0.1577
H -1.1512 -3.5058 -0.8564
C 0.5520 -3.0062 0.4069
C 1.3369 -2.3318 -0.5588
H 2.3571 -2.0351 -0.2961
C 0.7092 -0.9514 -2.3930
C 1.0072 -3.1465 -2.9618
H 1.2437 -4.1782 -2.7851
C 0.7174 -2.4693 -4.0752
H 0.6006 -2.8321 -5.0808
N 0.4919 -1.1435 -3.7228
C 0.2376 -0.0462 -4.6159
C 1.2693 0.3774 -5.4652
C 1.0641 1.5093 -6.2588
H 1.8646 1.8285 -6.9352
C -0.1303 2.2336 -6.2176
C -0.3785 3.3903 -7.1435
H -0.9220 4.1970 -6.6363
H -0.9816 3.0762 -8.0070
H 0.5666 3.7889 -7.5244
C -1.0983 1.8471 -5.2870
H -2.0258 2.4245 -5.1867
C -0.9343 0.7184 -4.4792
C -1.9997 0.4113 -3.4676
H -2.1841 -0.6615 -3.3151
H -2.9421 0.8706 -3.8133
H -1.7965 0.9047 -2.4901
C 2.5967 -0.3136 -5.4966
H 2.5603 -1.2605 -6.0537
H 2.9946 -0.5140 -4.4916
H 3.3110 0.3428 -6.0133
N -1.5432 -0.9064 1.3610
S -1.8957 -0.9086 2.9198
C -2.5876 0.5787 3.5324
C -1.9502 1.2656 4.5798
C -2.5618 2.3628 5.1691
C -3.8224 2.7806 4.7221
C -4.4354 2.1317 3.6423
C -3.8173 1.0490 3.0275
C -1.0986 -1.6279 4.3754
C -1.9860 -2.4221 5.1380
C -1.5874 -2.9583 6.3441
C -0.3022 -2.6986 6.8239
C 0.5793 -1.8963 6.0860
C 0.1890 -1.3596 4.8629
H -2.3511 -1.2687 0.8531
H -0.9668 0.9384 4.9166
H -2.0475 2.8853 5.9765
H -4.3170 3.6134 5.2256
H -5.4073 2.4771 3.2792
H -4.2599 0.5555 2.1650
H -2.9903 -2.6100 4.7479
H -2.2892 -3.5911 6.8992
H 0.0244 -3.1243 7.7691
H 1.5813 -1.6955 6.4649
H 0.9181 -0.7654 4.3180


95
Properties=species:S:1:pos:R:3 method="wB97M-V/def2-TZVPD" homo_energy_ev="-12.04 / -12.04" multiplicity=8 de_lowest_kj_mol=156.5 total_charge=+2 orbital_gap_ev="6.9 / 6.9" s_squared=15.760
Eu -2.1223 -0.6932 -1.4683
C -7.1632 -2.4480 1.5294
S -6.0810 -3.2467 0.3354
C -5.1120 -1.9052 -0.2948
S -4.1172 -2.5346 -1.5363
N -5.1877 -0.7276 0.2079
N -4.3280 0.1563 -0.4540
C -4.8373 1.3109 -0.6204
C -4.0317 2.3305 -1.3211
C -4.5152 3.6038 -1.5075
C -3.7015 4.5806 -2.1033
C -2.4355 4.1523 -2.4427
C -2.0129 2.8632 -2.1690
N -2.7909 1.9606 -1.6466
H -7.9238 -1.8159 0.9789
H -6.6059 -1.7943 2.1729
H -7.6414 -3.3442 2.0409
H -5.9028 1.4716 -0.4560
H -5.5349 3.7823 -1.1613
H -4.1506 5.5406 -2.2685
H -1.6404 4.7460 -2.8345
H -1.0055 2.5467 -2.4676
C -1.9278 -6.3290 -0.5619
C -1.8263 -5.0237 -1.3462
N -1.0742 -4.0572 -0.5440
C -1.8432 -3.8705 0.7091
C -1.7599 -5.1208 1.5903
N -1.1641 -6.1430 0.7110
C 0.2319 -5.8550 0.4415
C 0.2657 -4.5200 -0.2511
H -1.5622 -7.1840 -1.1262
H -3.0048 -6.4824 -0.3106
H -2.8875 -4.6921 -1.5181
H -1.3104 -5.1935 -2.3216
H -2.8777 -3.4553 0.6088
H -1.4013 -3.0936 1.2474
H -2.7365 -5.4516 1.9384
H -1.0612 -5.0207 2.4361
H -1.2922 -7.0724 1.1348
H 0.6857 -6.6907 -0.0255
H 0.6894 -5.8018 1.4513
H 0.8116 -4.5976 -1.1388
H 0.8179 -3.7773 0.3404
C 1.8624 1.6961 -0.3174
C 2.5644 2.3172 -1.5055
As 3.3671 4.1834 -1.3279
C 1.9977 5.2927 -0.5091
C 0.6291 4.9677 -0.5789
C -0.3032 5.9347 -0.1854
C 0.0860 7.1378 0.3265
C 1.4643 7.4617 0.4684
C 2.4014 6.5230 0.0266
C 4.4906 3.8128 0.3098
C 5.8807 3.7736 0.0049
C 6.7438 3.2745 0.9751
C 6.2404 2.9636 2.2615
C 4.8934 3.1112 2.5500
C 4.0220 3.4918 1.5804
P 0.9556 0.2192 -0.7657
C 0.4067 -0.4737 0.8322
C -0.7606 0.0896 1.5066
C -1.2832 -0.4834 2.6595
C -0.6893 -1.5722 3.2602
C 0.5471 -1.9326 2.7947
C 1.0839 -1.5104 1.5563
C 2.2872 -0.9116 -1.2177
C 1.9214 -1.8232 -2.2454
C 2.7839 -2.8604 -2.6909
C 4.0818 -2.9292 -2.1709
C 4.5155 -1.9277 -1.2501
C 3.6353 -1.0166 -0.6819
H 1.1843 2.4892 0.0586
H 2.5462 1.5670 0.5305
H 1.8835 2.3757 -2.3479
H 3.4099 1.5883 -1.8265
H 0.2734 4.0552 -0.9743
H -1.3871 5.8600 -0.1888
H -0.6317 7.8874 0.6679
H 1.8138 8.3766 0.9035
H 3.4252 6.7839 0.1250
H 6.2177 3.9607 -0.9927
H 7.8083 3.1781 0.7551
H 6.8594 2.5869 3.0508
H 4.4454 2.9717 3.5309
H 2.9206 3.5865 1.7250
H -1.1678 0.9770 1.0760
H -2.1941 0.0325 3.0937
H -1.1104 -2.1433 4.0536
H 1.1036 -2.6771 3.3899
H 2.0663 -1.8528 1.2005
H 0.9622 -1.8527 -2.6925
H 2.4570 -3.5725 -3.4076
H 4.8235 -3.6690 -2.5704
H 5.5362 -2.0484 -0.8853
H 3.9983 -0.3737 0.0807